1.
Below is 15 unconnected molecules or ions with the total composition C16H52ClNO18Si in a non-equilibrium geometry, with properties calculated with ωB97M-V/def2-TZVPD.

Results
HOMO-LUMO gap	9.08	eV
net charge	0
strongest force on any atom	4.92	eV Å⁻¹
LUMO	0.15	eV
highest occupied orbital energy	-8.93	eV
total energy	-2799.43312	a.u.

XYZ file:
```
89
Properties=species:S:1:pos:R:3:lowdin_charge:R:1
C -1.42512 -4.24632 0.80280 -0.016
C -1.19885 -3.28228 -0.44432 -0.382
O -1.20942 -3.80670 -1.59761 0.008
O -1.03159 -1.87793 -0.39728 -0.123
C -0.60916 -1.41240 0.92949 -0.251
Si -0.34417 0.48494 0.79163 0.666
C -1.77976 1.32977 -0.15325 -0.231
C -3.15566 0.49122 -0.18991 -0.233
C -4.40716 1.37575 0.34684 -0.153
C -5.82615 0.83952 -0.24602 -0.154
O -6.81956 1.06383 0.82802 -0.148
C -7.62810 -0.11878 0.94838 -0.236
O -7.88704 -0.52513 2.09913 0.045
C -0.05873 1.38078 2.46093 -0.284
C -0.96524 0.87437 3.67711 -0.696
C -2.54947 1.02666 3.43488 -0.127
Cl -0.49495 -0.82321 4.28615 0.570
C 1.30744 0.69596 -0.20447 -0.186
C 1.81630 -0.35295 -1.22950 -0.020
C 3.16981 -0.06221 -1.90539 -0.117
N 4.03011 1.05087 -1.69417 -0.006
C 3.53018 2.01165 -0.77004 -0.102
C 2.21729 1.95670 0.03234 -0.045
H -0.58718 -4.20637 1.58389 0.101
H -2.46208 -4.12249 1.26489 0.083
H -1.40287 -5.32395 0.39524 0.097
H -1.42213 -1.68021 1.70578 0.064
H 0.38566 -1.91112 1.21734 0.124
H -1.49951 1.52992 -1.25590 0.082
H -2.01386 2.36188 0.31077 0.084
H -3.37729 0.16509 -1.27548 0.125
H -3.15493 -0.46031 0.43769 0.092
H -4.23224 2.44241 -0.03391 0.120
H -4.52332 1.34341 1.48006 0.099
H -5.77879 -0.27220 -0.49091 0.126
H -6.04127 1.49259 -1.16046 0.125
H -7.99396 -0.71149 0.03808 0.169
H 1.06815 1.35280 2.71286 0.095
H -0.30418 2.49755 2.30115 0.102
H -0.72456 1.56753 4.56790 0.102
H -2.69535 1.92636 2.72634 0.083
H -2.99528 1.36892 4.44265 0.093
H -3.05084 0.07692 3.05934 0.065
H 1.20904 -1.29718 -1.44278 0.083
H 3.54402 -0.86376 -2.64143 0.114
H 4.20596 2.91992 -0.56553 0.116
H 1.86400 2.73729 0.78590 0.085
O -2.41127 -3.69348 3.27470 -0.094
H -2.26465 -2.74044 3.33775 -0.026
H -3.27674 -3.82220 3.68403 0.040
O 0.15635 2.62818 -2.84800 -0.059
H 0.68795 1.82910 -2.72178 0.029
H 0.80606 3.30746 -3.06823 0.038
O 1.34466 4.61532 -0.79772 -0.065
H 0.64220 4.15506 -1.27909 0.010
H 1.49541 5.41803 -1.31230 0.047
O 5.39431 -1.99739 -0.78944 -0.064
H 5.31462 -1.11292 -1.16803 0.004
H 6.00292 -1.87842 -0.04568 0.017
O -7.76023 3.52872 1.93165 -0.061
H -8.68001 3.52734 1.64083 0.038
H -7.47635 2.60976 1.81801 -0.002
O -4.26655 -1.95853 4.90114 -0.055
H -4.30415 -1.26315 5.56911 0.048
H -4.81982 -1.62316 4.18400 0.041
O -6.97057 3.96593 -1.68388 -0.062
H -7.00297 3.42861 -0.88180 0.000
H -7.35269 4.80950 -1.41350 0.041
O 1.34960 -2.77796 -3.50764 -0.060
H 0.39559 -2.92443 -3.43989 0.026
H 1.56226 -3.03451 -4.41302 0.042
O 0.84147 -5.90035 -1.18120 -0.064
H 0.14607 -6.34553 -1.67929 0.037
H 0.99047 -5.08144 -1.67069 0.016
O 8.16979 -1.12949 0.82505 -0.072
H 8.69710 -1.92782 0.94647 0.013
H 8.82053 -0.45016 0.60512 0.017
O 5.52396 3.05502 -3.36361 -0.085
H 5.21025 2.22397 -2.97666 -0.014
H 4.93016 3.20337 -4.11086 -0.017
O 8.16367 -3.55079 -0.43901 -0.059
H 7.23891 -3.54052 -0.72337 0.027
H 8.43476 -4.46955 -0.55543 0.044
O 4.20326 2.93872 -5.99304 -0.055
H 4.62135 3.80362 -6.09299 0.048
H 4.06804 2.63970 -6.90007 0.048
O 11.16615 -0.45132 0.15556 -0.049
H 11.69452 -1.24924 0.27764 0.043
H 11.81537 0.22772 -0.06400 0.042
```



2.
Below is 11 unconnected molecules or ions with the total composition C16H52F6O10P in a non-equilibrium geometry, with properties calculated with ωB97M-V/def2-TZVPD.

Results
HOMO-LUMO gap	10.20	eV
net charge	-1
strongest force on any atom	3.15	eV Å⁻¹
LUMO	2.33	eV
highest occupied orbital energy	-7.87	eV
energy above the lowest of the compared OMol25 structures with the same formula, charge and spin	0.0	kcal/mol
total energy	-2333.93572	a.u.

XYZ file:
```
85
Properties=species:S:1:pos:R:3:lowdin_charge:R:1
P -0.62313 -0.26648 0.25279 0.140
F -0.20257 0.59950 -1.00988 -0.180
F -0.73964 1.06412 1.09991 -0.167
F -2.09071 0.05158 -0.31581 -0.178
F -1.18088 -1.14083 1.53092 -0.182
F -0.41535 -1.67057 -0.63563 -0.204
F 0.94966 -0.29329 0.71664 -0.189
C -3.38606 -4.76092 -2.26443 -0.175
O -2.43347 -4.94015 -1.24213 -0.126
H -4.10330 -3.97923 -2.01417 0.074
H -2.93604 -4.67911 -3.25382 0.076
H -3.90625 -5.71866 -2.24940 0.071
H -1.75091 -4.26995 -1.32305 0.069
C -4.25611 3.07750 -3.03541 -0.158
O -4.68507 1.73583 -2.85849 -0.138
H -4.60636 3.61989 -2.15721 0.072
H -3.17183 3.07345 -3.14696 0.075
H -4.71851 3.41941 -3.96137 0.074
H -4.11899 1.31077 -2.21004 0.066
C -5.46598 2.73830 2.68733 -0.167
O -5.72140 3.93274 3.39856 -0.128
H -5.64229 2.85045 1.61754 0.071
H -4.40109 2.53319 2.79709 0.083
H -6.07525 1.92230 3.07596 0.074
H -6.62661 4.18344 3.20017 0.066
C -5.14573 -3.32663 1.94831 -0.161
O -4.74128 -3.86239 3.19294 -0.131
H -4.24280 -3.35239 1.33826 0.077
H -5.94497 -3.85642 1.43000 0.068
H -5.43646 -2.28802 2.10599 0.076
H -4.00082 -4.46148 3.07288 0.069
C 0.89701 -4.77018 5.42910 -0.057
C 1.86124 -5.85581 4.92941 -0.492
C 1.99040 -7.10965 5.80137 -0.057
O 1.41720 -6.14453 3.61552 -0.058
H 0.95396 -3.92759 4.73997 0.083
H 0.98616 -4.31067 6.41348 0.074
H -0.10875 -5.18993 5.40993 0.075
H 2.86695 -5.44867 4.82504 0.135
H 2.25495 -6.77950 6.80591 0.075
H 2.83217 -7.63067 5.34524 0.074
H 1.12391 -7.77051 5.82510 0.076
H 0.46970 -6.29882 3.62113 0.084
C -0.14289 0.64767 -5.54257 -0.050
C 1.13078 -0.19123 -5.78777 -0.520
C 1.90908 0.11161 -7.05375 -0.064
O 1.97500 0.03762 -4.69272 -0.039
H -0.57323 0.13111 -4.68463 0.078
H -0.77605 0.72728 -6.42625 0.074
H 0.03311 1.66282 -5.18675 0.079
H 0.81185 -1.22883 -5.88663 0.127
H 1.22483 -0.00924 -7.89356 0.072
H 2.78337 -0.52175 -7.20404 0.077
H 2.19153 1.16400 -7.02536 0.079
H 1.41907 0.00917 -3.91060 0.084
C -0.63245 5.70257 -0.69518 -0.061
C 0.87856 5.65744 -0.49744 -0.475
C 1.47500 7.07824 -0.48706 -0.066
O 1.17276 5.14136 0.80519 -0.064
H -0.88550 6.15826 -1.65247 0.074
H -1.14271 6.28679 0.07060 0.082
H -1.12271 4.72978 -0.65759 0.074
H 1.45630 5.03930 -1.18462 0.131
H 1.33950 7.57478 -1.44789 0.069
H 2.54629 7.03354 -0.29102 0.075
H 0.91827 7.71602 0.19951 0.077
H 0.64983 4.34237 0.90396 0.082
C 5.22973 1.63846 0.96541 -0.058
C 5.50311 1.62144 -0.49409 -0.539
C 5.72491 3.02766 -1.13386 -0.039
O 6.62716 0.87584 -0.75835 -0.055
H 4.20132 1.94107 1.16267 0.086
H 5.95770 2.26119 1.48538 0.080
H 5.36488 0.61768 1.32295 0.083
H 4.79440 0.96854 -1.00355 0.140
H 4.85523 3.64667 -0.91346 0.072
H 5.67802 2.90963 -2.21644 0.075
H 6.66206 3.43994 -0.75987 0.080
H 7.26137 1.44816 -1.19634 0.074
O 0.92845 0.65528 4.74241 -0.057
H 0.05295 0.46478 5.07921 0.026
H 0.87296 0.46173 3.80663 0.021
O 2.19967 -4.37513 0.21514 -0.054
H 1.76115 -3.57729 0.51074 0.024
H 1.96091 -5.03535 0.86579 0.012
```



3.
Below is 10 unconnected molecules or ions with the total composition C16H52N6O16 in a non-equilibrium geometry, with properties calculated with ωB97M-V/def2-TZVPD.

Results
HOMO-LUMO gap	9.73	eV
net charge	0
strongest force on any atom	3.10	eV Å⁻¹
LUMO	0.30	eV
highest occupied orbital energy	-9.43	eV
total energy	-2173.17351	a.u.

XYZ file:
```
90
Properties=species:S:1:pos:R:3:lowdin_charge:R:1
C -0.75276 2.81239 3.15018 -0.170
C -0.68487 4.29642 3.53713 -0.272
O -1.56106 4.63088 4.56168 -0.060
O 0.07260 2.04611 4.14859 -0.110
H -0.39803 2.64184 2.12489 0.103
H -1.81490 2.67504 3.27240 0.114
H -1.04745 4.92521 2.70927 0.132
H 0.30622 4.54258 3.87935 0.113
H -1.36151 4.09090 5.32212 0.080
H -0.42404 1.22915 4.40904 0.087
C -2.96839 -3.17790 -1.08264 -0.193
C -2.46998 -2.64127 -2.49011 -0.247
O -2.92363 -1.35676 -2.68949 -0.059
O -2.31831 -4.44917 -0.83666 -0.098
H -4.06105 -3.31977 -1.11629 0.111
H -2.62487 -2.46098 -0.30853 0.100
H -2.95027 -3.25005 -3.29435 0.133
H -1.40005 -2.70133 -2.60623 0.094
H -2.34810 -0.73890 -2.21567 0.063
H -2.22374 -4.52672 0.12391 0.086
C 4.90232 0.56111 -2.71395 -0.203
C 4.17236 0.63441 -1.37704 -0.216
O 3.45666 1.87546 -1.22911 -0.103
O 4.02361 0.25440 -3.85856 -0.080
H 5.62314 -0.24294 -2.63140 0.109
H 5.51568 1.42432 -2.96117 0.121
H 4.87374 0.52257 -0.56063 0.114
H 3.51332 -0.26687 -1.38498 0.112
H 2.96208 1.83947 -0.36086 0.078
H 4.09592 1.01372 -4.45964 0.073
C -4.83050 -1.01867 2.16022 -0.203
C -5.06041 -2.31479 1.40266 -0.267
O -4.17832 -3.25502 1.93512 -0.081
O -3.42041 -0.79275 2.14126 -0.101
H -5.07343 -1.27047 3.19275 0.115
H -5.45494 -0.15906 1.75393 0.146
H -4.95115 -2.35410 0.30719 0.098
H -6.08216 -2.67807 1.63347 0.120
H -4.02198 -2.99963 2.86595 0.077
H -3.10385 -0.19830 1.43237 0.061
C 1.40790 4.71397 -2.63044 -0.209
C 2.95563 4.54166 -2.83090 -0.240
O 3.14906 3.30432 -3.41809 -0.090
O 0.93719 3.77571 -1.62978 -0.112
H 0.86346 4.68913 -3.58713 0.106
H 1.06025 5.68708 -2.20359 0.113
H 3.45969 4.63478 -1.90522 0.106
H 3.32350 5.31445 -3.43880 0.095
H 3.34980 2.60969 -2.75791 0.029
H -0.04687 3.70652 -1.69605 0.079
C -0.01908 -0.95783 0.20403 -0.202
C -0.73331 0.30159 0.59038 -0.248
O -2.01026 0.49518 -0.02850 -0.090
O 0.38239 -0.72412 -1.19040 -0.073
H -0.71345 -1.85383 0.35226 0.123
H 0.78301 -0.97193 0.92204 0.093
H -0.12012 1.19140 0.40820 0.114
H -0.87101 0.34881 1.69062 0.110
H -1.90402 1.08811 -0.80846 0.054
H 1.05438 -1.40320 -1.43048 0.062
C -1.62423 -2.46170 4.86238 -0.210
O -1.71655 -2.91667 3.57246 -0.104
H -0.75957 -1.78288 5.09035 0.078
H -2.56136 -1.93692 5.21321 0.088
H -1.53723 -3.28131 5.61237 0.085
H -1.89326 -2.19585 2.98232 0.036
C -1.13203 1.76117 -3.49597 -0.596
O -1.63196 2.00826 -2.38344 -0.002
N 0.18426 1.72860 -3.75613 0.190
N -1.80797 1.30975 -4.63641 0.153
H 0.90439 1.74902 -3.06753 0.088
H 0.60057 1.59656 -4.65241 0.107
H -1.34106 1.40296 -5.49856 0.075
H -2.81955 1.37336 -4.62531 0.109
C 1.93566 -3.98159 -0.75248 -0.613
O 2.76317 -3.10707 -0.94241 0.014
N 0.56120 -3.77779 -0.91075 0.185
N 2.37150 -5.21610 -0.31715 0.146
H 0.22656 -2.93485 -1.31722 0.038
H -0.18410 -4.40070 -0.87117 0.050
H 3.36409 -5.38662 -0.43721 0.106
H 1.80559 -6.03176 -0.41431 0.087
C 3.02341 0.37692 2.03815 -0.660
O 2.46408 1.20744 1.27622 -0.017
N 3.26596 0.69417 3.32383 0.158
N 3.31725 -0.83370 1.55565 0.181
H 3.32115 -0.12358 3.94602 0.114
H 2.57236 1.45269 3.54260 0.122
H 3.75175 -1.64168 2.00597 0.126
H 3.26030 -0.98407 0.55897 0.068
```



> What is the total energy in the third record?

-2173.17351 a.u.



> net charge of number 1 (C16H52ClNO18Si)?

0